C4H9NO2 | ωB97M-V with the def2-TZVPD basis set

Geometry as XYZ:
```
16
Properties=species:S:1:pos:R:3:forces:R:3
H -0.8504 -1.3266 -0.4847 0.033 0.015 0.193
H -1.8680 -0.8139 0.8844 0.105 0.014 -0.106
H -0.7591 2.3645 -0.7976 -0.111 -0.144 0.082
C 2.2631 -1.3697 -1.2061 0.149 -1.149 0.860
H 0.7265 -1.8629 1.0250 -0.169 0.028 0.135
C -0.3083 0.5760 0.3545 0.065 0.077 0.073
H -0.9951 0.8429 -1.6699 -0.054 0.018 0.040
H 1.7826 0.4572 0.6840 -0.399 -0.031 0.195
H 1.3293 1.3599 -0.5816 0.082 0.148 -0.106
C -1.1049 1.3291 -0.6963 -0.051 -0.019 -0.016
H -0.4323 1.0807 1.3185 0.054 0.008 0.069
C -0.8395 -0.8436 0.5069 -0.179 0.186 -0.111
H -2.1622 1.3316 -0.4184 0.074 0.098 -0.136
N 1.0980 0.5274 -0.0618 -0.042 0.361 -0.037
O -0.0943 -1.5801 1.4475 0.216 -0.237 0.064
O 2.2148 -2.0725 -0.3043 0.228 0.626 -1.198
```
Positions in Å, forces in eV/Å.

2S+1 = 1
Max |F| = 1.44 eV Å⁻¹
LUMO energy = 0.0383 Ha
Orbital gap = 10.432 eV
HOMO level = -9.39 eV
Energy = -9878.3721 eV
Energy above the lowest of the compared OMol25 structures with the same formula, charge and spin = 38.9 kcal/mol